1.
ORCA calculation (ωB97M-V/def2-TZVPD) on a molecular structure, C18H24BrCrN3O5S at a distorted geometry.

Relative energy (zero: lowest compared OMol25 entry of this formula, charge and spin): 0.00 kcal/mol
⟨S²⟩: 6.0105
Lowest unoccupied orbital energy (spin up / spin down): 0.002 / 0.000 hartree
2S+1: 5

CARTESIAN COORDINATES (ANGSTROEM)
Cr1 -0.15339 -16.17572 6.88735
N1 1.22783 -14.62737 6.82802
C1 0.82649 -13.33250 7.53442
C2 -0.69194 -13.19869 7.50958
N2 -1.39060 -14.47169 7.82458
C3 -1.73104 -14.64587 9.24183
C4 -0.67572 -15.51093 9.91076
N3 -0.23924 -16.61020 8.96033
H1 2.15313 -14.93834 7.18083
H2 1.38827 -14.47159 5.80169
H3 1.26613 -12.49770 6.94449
H4 1.31971 -13.39353 8.51290
H5 -1.00024 -12.93417 6.48850
H6 -1.08206 -12.37156 8.13112
H7 -2.22863 -14.45646 7.22951
H8 -2.70547 -15.15949 9.19725
H9 -1.85587 -13.66577 9.73513
H10 -1.10044 -15.94851 10.85451
H11 0.24663 -14.94760 10.11648
H12 -0.90332 -17.40749 8.92352
H13 0.63041 -17.05565 9.28399
C5 -2.13026 -16.42712 -1.47064
C6 -1.75268 -16.15865 -0.03795
C7 -2.51973 -16.64110 1.04017
C8 -2.19793 -16.28891 2.34454
C9 -1.05760 -15.46504 2.55193
C10 -0.22801 -15.06268 1.50582
C11 -0.60354 -15.38073 0.20378
S1 -0.83048 -14.85331 4.14529
O1 0.20646 -13.79952 4.16264
O2 -2.11357 -14.45725 4.67878
O3 -0.18196 -16.10005 4.89399
H14 -3.17938 -16.74660 -1.59389
H15 -1.49205 -17.25447 -1.86271
H16 -1.95251 -15.54325 -2.11217
H17 -3.39118 -17.25927 0.85058
H18 -2.77936 -16.65044 3.20112
H19 0.66613 -14.43427 1.68888
H20 0.00754 -15.10554 -0.67198
Br1 -4.78489 -18.29252 7.75161
C12 -4.01943 -19.69919 6.70706
C13 -4.85721 -20.78018 6.40053
C14 -4.34278 -21.91839 5.78893
C15 -3.00962 -21.95366 5.33609
C16 -2.20621 -20.85994 5.59157
C17 -2.66595 -19.73610 6.29464
C18 -1.59525 -18.68272 6.71016
O4 -0.42697 -19.09536 6.84204
O5 -1.93999 -17.40417 6.87658
H21 -5.86902 -20.74490 6.78112
H22 -4.99434 -22.79710 5.68511
H23 -2.61593 -22.85009 4.85341
H24 -1.14568 -20.90952 5.26102

2.
ORCA calculation (ωB97M-V/def2-TZVPD) on 2 unconnected molecules or ions with the total composition C3H8O2.

Relative energy (zero: lowest compared OMol25 entry of this formula, charge and spin): 40.64 kcal/mol
SMILES string: C=CO.CO
Lowest unoccupied orbital energy: 0.024 hartree

CARTESIAN COORDINATES (ANGSTROEM)
C1 -1.50378 -1.35782 -0.35942
C2 -1.83494 -0.19606 0.20639
O1 -1.06332 0.84155 0.57569
H1 -2.33195 -2.00161 -0.62112
H2 -0.48057 -1.69718 -0.33915
H3 -2.86944 0.03259 0.43843
H4 -0.14060 0.87158 0.26069
C3 2.07224 -0.28555 0.09362
O2 1.56577 0.93829 -0.46811
H5 2.59086 -0.84497 -0.68825
H6 2.77778 -0.06806 0.90400
H7 1.24678 -0.86919 0.49327
H8 2.32854 1.48564 -0.66484

3.
ORCA calculation (ωB97M-V/def2-TZVPD) on C10H8Cl2N2O2S in the gas phase at a distorted geometry.

Relative energy (zero: lowest compared OMol25 entry of this formula, charge and spin): 14.88 kcal/mol
Lowest unoccupied orbital energy: -0.042 hartree

CARTESIAN COORDINATES (ANGSTROEM)
O1 -1.18781 -1.28448 0.66310
O2 1.76661 2.99278 -0.15404
Cl1 2.20449 -3.31146 -2.72161
Cl2 4.16034 -0.85468 -3.12896
S1 -2.13519 0.81156 2.24729
C1 1.96223 -1.73893 -1.92892
C2 2.88226 -0.61394 -2.08987
C3 0.88486 -1.63477 -1.00373
C4 2.62280 0.63195 -1.42127
C5 -0.73322 0.81154 1.16910
C6 0.10294 2.02625 0.86940
C7 0.70062 -0.44150 -0.28261
C8 1.50269 0.72429 -0.58457
N1 -0.41216 -0.30878 0.50048
N2 1.13360 1.92053 0.01197
C9 -1.34293 0.24035 3.76021
C10 -0.15043 3.23171 1.76124
H1 0.25130 -2.54983 -0.86930
H2 3.17504 1.57255 -1.54583
H3 -1.94348 0.38921 4.72414
H4 -1.10489 -0.79518 3.57035
H5 -0.41281 0.75774 3.83325
H6 -1.01262 3.81490 1.29457
H7 -0.47046 3.05445 2.77904
H8 0.78565 3.78316 1.77599